{
  "formula": "C50H124F6N7O18",
  "method": "wB97M-V/def2-TZVPD",
  "species": ["C", "O", "O", "C", "F", "F", "F", "C", "C", "H", "H", "H", "H", "H", "H", "C", "O", "O", "C", "F", "F", "F", "C", "C", "H", "H", "H", "H", "H", "H", "C", "O", "C", "C", "N", "H", "H", "C", "C", "O", "C", "H", "H", "H", "H", "H", "H", "H", "H", "H", "H", "H", "H", "H", "H", "C", "O", "C", "C", "N", "H", "H", "C", "C", "O", "C", "H", "H", "H", "H", "H", "H", "H", "H", "H", "H", "H", "H", "H", "H", "C", "O", "C", "C", "N", "H", "H", "C", "C", "O", "C", "H", "H", "H", "H", "H", "H", "H", "H", "H", "H", "H", "H", "H", "H", "C", "O", "C", "C", "N", "H", "H", "C", "C", "O", "C", "H", "H", "H", "H", "H", "H", "H", "H", "H", "H", "H", "H", "H", "H", "C", "O", "C", "C", "N", "H", "H", "C", "C", "O", "C", "H", "H", "H", "H", "H", "H", "H", "H", "H", "H", "H", "H", "H", "H", "C", "O", "C", "C", "N", "H", "H", "C", "C", "O", "C", "H", "H", "H", "H", "H", "H", "H", "H", "H", "H", "H", "H", "H", "H", "C", "O", "C", "C", "N", "H", "H", "C", "C", "O", "C", "H", "H", "H", "H", "H", "H", "H", "H", "H", "H", "H", "H", "H", "H"],
  "coordinates": [[-0.35, -2.03, 0.56], [0.31, -2.91, -0.38], [0.06, -2.44, 1.79], [-0.41, -0.47, 0.23], [0.85, 0.01, 0.03], [-1.07, -0.21, -0.90], [-0.97, 0.36, 1.10], [-0.32, -3.23, -1.65], [0.88, -3.65, -2.52], [1.44, -4.50, -2.13], [0.59, -3.91, -3.53], [1.58, -2.82, -2.59], [-0.84, -2.35, -2.04], [-0.95, -4.12, -1.66], [-1.40, -2.32, 0.62], [6.18, 0.53, -3.81], [6.43, 1.79, -3.11], [5.74, 0.89, -5.09], [7.35, -0.51, -3.63], [7.30, -1.17, -2.41], [7.33, -1.39, -4.58], [8.45, 0.27, -3.63], [6.22, 1.77, -1.71], [6.73, 3.11, -1.09], [6.01, 3.83, -1.47], [6.71, 3.13, 0.00], [7.75, 3.41, -1.30], [6.60, 0.90, -1.18], [5.16, 1.70, -1.50], [5.35, -0.02, -3.37], [1.94, 6.75, 1.07], [0.88, 7.44, 1.75], [0.48, 6.80, 2.96], [1.40, 7.11, 4.17], [1.74, 8.64, 4.21], [2.29, 8.85, 3.39], [0.88, 9.15, 4.34], [2.68, 9.06, 5.40], [2.80, 10.59, 5.64], [1.57, 11.17, 5.40], [1.59, 12.58, 5.25], [1.66, 5.72, 0.89], [2.88, 6.68, 1.63], [2.31, 7.34, 0.23], [0.41, 5.72, 2.86], [-0.55, 7.02, 3.25], [2.27, 6.45, 4.20], [0.75, 6.92, 5.02], [3.62, 8.58, 5.15], [2.18, 8.56, 6.23], [3.49, 10.87, 4.84], [3.30, 10.95, 6.53], [2.21, 13.04, 6.01], [0.55, 12.91, 5.30], [1.98, 12.72, 4.24], [-6.80, -0.30, -0.46], [-8.20, -0.54, -0.46], [-8.91, 0.56, -0.99], [-10.36, 0.25, -0.93], [-10.68, -1.03, -1.77], [-10.29, -0.88, -2.69], [-10.11, -1.82, -1.49], [-12.21, -1.38, -1.80], [-12.38, -2.75, -2.40], [-11.33, -3.59, -1.83], [-10.83, -4.61, -2.63], [-6.43, -0.44, -1.48], [-6.22, -0.94, 0.20], [-6.50, 0.66, -0.05], [-8.64, 0.80, -2.02], [-8.66, 1.47, -0.45], [-10.94, 1.08, -1.33], [-10.80, 0.15, 0.06], [-12.54, -0.56, -2.44], [-12.59, -1.39, -0.78], [-12.31, -2.75, -3.49], [-13.28, -3.33, -2.22], [-11.60, -5.29, -3.01], [-10.25, -5.17, -1.90], [-10.08, -4.29, -3.35], [1.74, 2.05, 6.71], [3.00, 2.19, 6.17], [3.48, 1.17, 5.30], [3.73, -0.15, 5.97], [4.44, -0.04, 7.34], [3.87, 0.37, 8.07], [4.56, -0.97, 7.73], [5.85, 0.67, 7.28], [6.31, 1.02, 8.67], [7.66, 1.42, 8.57], [8.20, 1.92, 9.71], [1.09, 2.21, 5.85], [1.44, 2.75, 7.49], [1.51, 1.09, 7.17], [4.37, 1.68, 4.93], [2.92, 1.19, 4.36], [4.25, -0.77, 5.25], [2.80, -0.68, 6.19], [5.73, 1.65, 6.81], [6.52, 0.02, 6.71], [6.19, 0.17, 9.34], [5.75, 1.85, 9.11], [7.57, 2.76, 9.99], [9.11, 2.48, 9.48], [8.15, 1.27, 10.59], [-0.43, -1.55, -7.63], [0.98, -1.58, -7.27], [1.76, -2.44, -8.06], [2.22, -1.79, -9.37], [2.67, -0.33, -9.18], [1.90, 0.19, -8.77], [3.44, -0.29, -8.52], [3.20, 0.45, -10.47], [4.17, -0.36, -11.36], [3.52, -1.44, -12.04], [4.40, -2.16, -12.91], [-0.92, -0.72, -7.12], [-0.83, -2.51, -7.31], [-0.53, -1.43, -8.71], [1.12, -3.27, -8.39], [2.64, -2.73, -7.49], [1.46, -1.86, -10.15], [3.17, -2.26, -9.62], [3.70, 1.27, -9.96], [2.42, 0.89, -11.09], [4.95, -0.69, -10.68], [4.64, 0.31, -12.08], [5.29, -2.50, -12.38], [4.75, -1.61, -13.79], [3.94, -3.11, -13.18], [2.88, 5.42, -4.60], [1.56, 5.11, -4.64], [1.27, 3.70, -4.49], [-0.22, 3.67, -4.09], [-1.13, 4.32, -5.14], [-0.79, 5.25, -5.36], [-0.95, 3.85, -6.02], [-2.66, 4.10, -4.99], [-3.28, 4.55, -3.64], [-2.71, 3.82, -2.54], [-2.80, 4.50, -1.33], [3.49, 5.11, -5.45], [3.45, 5.24, -3.69], [2.91, 6.50, -4.77], [1.91, 3.30, -3.70], [1.44, 3.14, -5.41], [-0.55, 4.20, -3.20], [-0.48, 2.61, -4.07], [-3.01, 3.10, -5.26], [-3.07, 4.69, -5.81], [-4.33, 4.27, -3.65], [-3.08, 5.61, -3.48], [-3.76, 4.75, -0.90], [-2.14, 5.37, -1.34], [-2.21, 3.91, -0.63], [5.21, -6.31, -1.85], [4.52, -6.23, -0.60], [4.60, -5.07, 0.19], [3.82, -5.51, 1.43], [2.49, -6.19, 0.98], [1.95, -5.37, 0.73], [2.54, -6.85, 0.21], [1.88, -6.97, 2.18], [0.71, -7.76, 1.61], [1.14, -8.76, 0.68], [0.07, -9.65, 0.31], [6.28, -6.12, -1.72], [4.97, -5.47, -2.51], [5.02, -7.25, -2.36], [4.07, -4.26, -0.31], [5.59, -4.73, 0.49], [3.52, -4.65, 2.03], [4.43, -6.18, 2.04], [1.59, -6.28, 2.97], [2.58, -7.66, 2.66], [-0.03, -7.06, 1.20], [0.15, -8.21, 2.43], [0.64, -10.38, -0.26], [-0.69, -9.14, -0.28], [-0.37, -10.14, 1.18], [-3.23, -2.18, 8.44], [-3.32, -3.31, 7.59], [-3.73, -3.05, 6.27], [-3.63, -4.31, 5.48], [-4.62, -5.34, 6.15], [-4.39, -6.29, 5.92], [-4.50, -5.22, 7.15], [-6.09, -5.01, 5.92], [-6.52, -5.40, 4.45], [-5.98, -4.44, 3.51], [-6.51, -4.46, 2.15], [-3.13, -2.46, 9.49], [-4.12, -1.56, 8.32], [-2.33, -1.58, 8.27], [-3.17, -2.25, 5.79], [-4.74, -2.65, 6.31], [-2.67, -4.81, 5.57], [-3.80, -4.06, 4.43], [-6.35, -3.98, 6.15], [-6.56, -5.54, 6.75], [-7.61, -5.36, 4.43], [-6.19, -6.35, 4.03], [-6.68, -5.48, 1.78], [-5.95, -3.72, 1.58], [-7.53, -4.09, 2.24]],
  "e_homo_ev": -11.2,
  "homo_lumo_gap_ev": 3.7,
  "total_charge": 5,
  "mol_weight_g_mol": 1225.6,
  "spin_multiplicity": 1
}



{
  "formula": "C50H132N8O20",
  "method": "wB97M-V/def2-TZVPD",
  "species": ["C", "O", "C", "C", "N", "C", "C", "O", "C", "H", "H", "H", "H", "H", "H", "H", "H", "H", "H", "H", "H", "H", "H", "H", "C", "O", "C", "C", "N", "C", "C", "O", "C", "H", "H", "H", "H", "H", "H", "H", "H", "H", "H", "H", "H", "H", "H", "H", "C", "O", "C", "C", "N", "C", "C", "O", "C", "H", "H", "H", "H", "H", "H", "H", "H", "H", "H", "H", "H", "H", "H", "H", "C", "O", "C", "C", "N", "C", "C", "O", "C", "H", "H", "H", "H", "H", "H", "H", "H", "H", "H", "H", "H", "H", "H", "H", "C", "O", "C", "C", "N", "C", "C", "O", "C", "H", "H", "H", "H", "H", "H", "H", "H", "H", "H", "H", "H", "H", "H", "H", "C", "O", "C", "C", "N", "C", "C", "O", "C", "H", "H", "H", "H", "H", "H", "H", "H", "H", "H", "H", "H", "H", "H", "H", "C", "O", "C", "C", "N", "C", "C", "O", "C", "H", "H", "H", "H", "H", "H", "H", "H", "H", "H", "H", "H", "H", "H", "H", "C", "O", "C", "C", "N", "C", "C", "O", "C", "H", "H", "H", "H", "H", "H", "H", "H", "H", "H", "H", "H", "H", "H", "H", "O", "H", "H", "O", "H", "H", "O", "H", "H", "C", "C", "O", "H", "H", "H", "H", "H", "H"],
  "coordinates": [[9.98, 19.98, -2.17], [10.26, 19.65, -3.51], [10.05, 20.69, -4.43], [10.20, 20.13, -5.83], [11.50, 19.61, -6.04], [11.54, 18.96, -7.36], [12.91, 18.63, -7.86], [13.54, 17.72, -6.91], [14.69, 17.12, -7.40], [10.11, 19.12, -1.52], [8.96, 20.33, -1.99], [10.62, 20.75, -1.74], [10.70, 21.53, -4.21], [9.05, 21.13, -4.39], [9.94, 20.89, -6.56], [9.55, 19.26, -5.91], [11.69, 19.04, -5.23], [11.21, 19.70, -8.09], [10.86, 18.11, -7.42], [13.54, 19.50, -8.08], [12.74, 18.16, -8.83], [15.22, 16.49, -6.69], [15.37, 17.85, -7.83], [14.44, 16.56, -8.31], [7.97, 12.97, -8.88], [8.36, 13.95, -7.90], [8.01, 15.27, -8.32], [8.65, 16.21, -7.24], [8.21, 15.88, -5.85], [9.01, 16.54, -4.77], [8.50, 16.18, -3.32], [8.89, 14.85, -2.98], [8.40, 14.39, -1.75], [8.48, 12.03, -8.70], [8.26, 13.15, -9.92], [6.89, 12.79, -8.83], [6.93, 15.36, -8.24], [8.25, 15.54, -9.35], [8.35, 17.25, -7.43], [9.74, 16.13, -7.34], [8.10, 14.92, -5.57], [8.90, 17.62, -4.84], [10.07, 16.31, -4.87], [7.41, 16.25, -3.28], [8.93, 16.78, -2.53], [8.90, 13.42, -1.65], [7.32, 14.28, -1.71], [8.73, 15.10, -0.99], [5.56, 12.08, -0.13], [6.73, 12.77, 0.23], [7.17, 12.47, 1.55], [8.26, 13.44, 1.98], [9.53, 13.37, 1.23], [10.21, 12.06, 1.53], [11.52, 12.02, 0.74], [11.23, 11.69, -0.61], [12.40, 11.51, -1.45], [5.33, 12.29, -1.17], [4.80, 12.41, 0.58], [5.57, 10.99, -0.10], [7.60, 11.46, 1.59], [6.37, 12.67, 2.26], [8.42, 13.32, 3.05], [7.89, 14.46, 1.87], [9.31, 13.32, 0.25], [9.60, 11.17, 1.40], [10.43, 12.08, 2.60], [12.12, 11.26, 1.26], [12.00, 13.00, 0.72], [12.02, 11.13, -2.39], [13.18, 10.91, -0.99], [12.83, 12.49, -1.64], [4.96, 13.86, 4.91], [5.03, 14.80, 3.87], [6.07, 15.80, 4.03], [5.73, 17.02, 3.17], [5.73, 16.82, 1.72], [5.15, 17.86, 0.93], [5.21, 17.29, -0.49], [4.25, 16.22, -0.49], [4.18, 15.57, -1.80], [5.20, 14.34, 5.86], [5.73, 13.10, 4.72], [3.99, 13.38, 4.98], [7.04, 15.33, 3.86], [6.10, 16.14, 5.06], [6.36, 17.83, 3.54], [4.72, 17.30, 3.47], [5.22, 16.01, 1.40], [5.61, 18.85, 0.92], [4.12, 18.02, 1.25], [6.17, 16.90, -0.83], [5.03, 18.09, -1.21], [5.04, 14.93, -2.00], [4.09, 16.24, -2.66], [3.35, 14.86, -1.82], [11.48, 15.33, -1.12], [12.77, 15.10, -1.79], [12.65, 14.91, -3.16], [13.99, 14.97, -3.75], [14.87, 13.82, -3.63], [14.60, 12.78, -4.61], [15.47, 11.58, -4.26], [14.94, 11.02, -3.04], [15.68, 9.83, -2.54], [11.57, 15.37, -0.04], [10.86, 14.46, -1.32], [10.91, 16.19, -1.47], [12.16, 15.71, -3.72], [12.07, 14.02, -3.40], [14.54, 15.78, -3.27], [13.92, 15.26, -4.80], [14.51, 13.36, -2.80], [14.76, 13.16, -5.62], [13.54, 12.58, -4.52], [16.51, 11.90, -4.19], [15.37, 10.79, -5.00], [15.85, 9.09, -3.32], [15.09, 9.35, -1.76], [16.65, 10.14, -2.13], [6.12, 21.11, 6.32], [7.48, 21.40, 6.09], [7.89, 22.58, 5.38], [9.25, 22.52, 4.64], [10.40, 22.47, 5.59], [11.75, 22.53, 5.06], [12.29, 21.26, 4.45], [12.05, 20.16, 5.34], [12.23, 18.92, 4.59], [5.53, 20.95, 5.42], [5.58, 21.93, 6.80], [5.95, 20.21, 6.92], [7.74, 23.36, 6.13], [7.23, 22.83, 4.56], [9.41, 23.32, 3.92], [9.19, 21.61, 4.04], [10.45, 21.53, 5.96], [12.47, 22.74, 5.84], [11.88, 23.32, 4.31], [13.35, 21.32, 4.23], [11.73, 21.06, 3.54], [11.38, 18.74, 3.94], [12.27, 18.10, 5.31], [13.18, 18.86, 4.06], [8.58, 27.26, 0.86], [7.23, 27.64, 0.92], [6.44, 26.67, 0.24], [6.15, 25.43, 1.09], [5.27, 25.76, 2.23], [5.35, 24.78, 3.31], [5.10, 23.34, 2.97], [6.19, 22.74, 2.23], [6.02, 21.34, 2.08], [8.80, 26.28, 1.28], [9.05, 28.04, 1.45], [8.77, 27.38, -0.20], [6.76, 26.44, -0.78], [5.44, 27.09, 0.14], [7.05, 25.03, 1.56], [5.80, 24.60, 0.47], [5.52, 26.69, 2.54], [4.54, 25.10, 3.96], [6.25, 24.70, 3.93], [4.17, 23.27, 2.42], [5.05, 22.76, 3.89], [6.67, 20.98, 1.28], [4.98, 21.07, 1.91], [6.26, 20.77, 2.98], [8.48, 18.07, 5.67], [8.38, 16.85, 6.45], [9.59, 16.08, 6.36], [9.53, 14.98, 7.50], [10.63, 14.03, 7.56], [10.33, 13.08, 8.63], [11.36, 11.95, 8.58], [11.31, 11.15, 9.78], [12.28, 10.05, 9.82], [8.68, 17.82, 4.63], [9.31, 18.63, 6.07], [7.55, 18.64, 5.67], [10.49, 16.67, 6.52], [9.58, 15.50, 5.43], [8.61, 14.41, 7.37], [9.49, 15.46, 8.48], [11.43, 14.57, 7.85], [9.34, 12.64, 8.50], [10.32, 13.52, 9.62], [12.35, 12.38, 8.44], [11.05, 11.22, 7.84], [12.37, 9.48, 8.89], [11.97, 9.34, 10.59], [13.30, 10.37, 10.04], [11.23, 15.01, 2.82], [11.25, 14.33, 3.49], [10.55, 14.72, 2.21], [13.28, 16.71, 2.21], [13.94, 16.21, 2.69], [12.50, 16.15, 2.22], [12.24, 19.17, 0.86], [12.40, 18.33, 1.29], [13.11, 19.47, 0.59], [9.29, 17.23, 1.51], [8.79, 18.65, 1.26], [9.67, 19.60, 1.86], [10.33, 17.09, 1.20], [8.68, 16.41, 1.14], [9.33, 17.17, 2.60], [7.82, 18.71, 1.76], [8.63, 18.63, 0.18], [10.49, 19.59, 1.36]],
  "e_homo_ev": -8.4,
  "homo_lumo_gap_ev": 8.8,
  "total_charge": 0,
  "mol_weight_g_mol": 1165.6,
  "spin_multiplicity": 1
}